Formula: C2H4CaLiO2
Source: the Open Molecules 2025 dataset
Level of theory: wB97M-V/def2-TZVPD

CARTESIAN COORDINATES (ANGSTROEM)
O (3.15, 1.00, -0.99)
C (-0.95, -0.28, 1.11)
C (-1.62, -0.82, -0.08)
O (-0.49, 0.08, -0.23)
Ca (1.34, 0.07, -1.21)
Li (4.20, 2.51, -1.09)
H (-1.40, 0.57, 1.63)
H (-0.28, -0.92, 1.67)
H (-2.55, -0.37, -0.42)
H (-1.41, -1.84, -0.39)

- LUMO level (spin up / spin down): -8.399 / -10.619 eV
- E: -24860.33378 eV
- Largest force on an atom: 1.62 eV/A
- Total charge: +2
- 2S+1: 2

Formula: C2H4Cl2
Source: the Open Molecules 2025 dataset
Level of theory: wB97M-V/def2-TZVPD

CARTESIAN COORDINATES (ANGSTROEM)
Cl (-0.22, -13.56, 24.73)
C (-1.20, -13.90, 26.15)
C (-0.62, -15.14, 26.91)
Cl (-0.89, -15.05, 28.65)
H (-2.25, -13.97, 25.85)
H (-1.05, -13.06, 26.83)
H (0.46, -15.10, 26.72)
H (-0.93, -16.14, 26.60)

- LUMO level: 1.051 eV
- E: -27183.74312 eV
- Largest force on an atom: 1.52 eV/A
- Energy relative to the best compared isomer or geometry (same formula, charge and spin): 5.0 kcal/mol

Formula: C2H4Cl2
Source: the Open Molecules 2025 dataset
Level of theory: wB97M-V/def2-TZVPD

CARTESIAN COORDINATES (ANGSTROEM)
C (-0.34, -0.68, 0.25)
C (0.31, 0.57, -0.21)
Cl (0.46, 0.65, -1.93)
Cl (-0.27, 2.03, 0.70)
H (-1.36, -0.82, -0.12)
H (0.20, -1.56, -0.20)
H (-0.34, -0.71, 1.34)
H (1.35, 0.51, 0.17)

- LUMO level: 0.892 eV
- E: -27183.67380 eV
- Largest force on an atom: 2.46 eV/A
- Energy relative to the best compared isomer or geometry (same formula, charge and spin): 6.6 kcal/mol

Formula: C2H4Cl2F6MgN3O12S6
Source: the Open Molecules 2025 dataset
Level of theory: wB97M-V/def2-TZVPD

CARTESIAN COORDINATES (ANGSTROEM)
Mg (-0.11, 0.58, -0.04)
N (1.34, -1.06, -3.52)
S (1.61, -2.64, -3.44)
O (1.12, -3.25, -2.23)
O (2.83, -3.15, -3.96)
F (0.58, -3.11, -4.57)
S (2.17, -0.61, -2.20)
O (3.46, -1.10, -1.90)
O (1.29, -0.35, -1.06)
F (2.40, 0.86, -2.72)
N (-0.39, 2.15, -1.00)
S (-1.12, 2.21, -2.54)
O (-0.38, 1.47, -3.48)
O (-1.75, 3.42, -2.89)
F (-2.30, 1.24, -2.13)
S (-0.14, 3.73, -0.81)
O (-1.24, 4.51, -0.35)
O (0.89, 4.28, -1.60)
F (0.65, 3.53, 0.61)
N (-1.02, -0.96, 0.57)
S (-2.62, -0.68, 0.97)
O (-2.94, -0.80, 2.35)
O (-3.60, -1.03, 0.02)
F (-2.45, 0.91, 0.77)
S (-0.98, -2.55, 0.91)
O (-1.61, -3.37, -0.05)
O (-1.08, -2.88, 2.28)
F (0.58, -2.69, 0.68)
Cl (-0.21, -0.34, 5.84)
C (0.19, -0.46, 4.11)
C (1.00, 0.76, 3.75)
Cl (1.28, 0.79, 1.97)
H (-0.75, -0.52, 3.57)
H (0.77, -1.35, 3.89)
H (2.00, 0.74, 4.16)
H (0.55, 1.70, 4.04)

- LUMO level: 1.995 eV
- E: -142988.17600 eV
- Largest force on an atom: 5.45 eV/A
- Energy relative to the best compared isomer or geometry (same formula, charge and spin): 15.5 kcal/mol
- Total charge: -1

Formula: C2H4Cl2S
Source: the Open Molecules 2025 dataset
Level of theory: wB97M-V/def2-TZVPD

CARTESIAN COORDINATES (ANGSTROEM)
C (-0.71, -0.53, -0.28)
C (0.69, -0.30, 0.29)
S (0.50, 2.20, 0.22)
Cl (2.13, -0.75, -0.69)
Cl (0.96, -0.69, 1.95)
H (-0.81, -1.64, -0.32)
H (-1.34, -0.23, 0.56)
H (-0.79, 0.02, -1.21)
H (-0.64, 1.92, -0.52)

- LUMO level: -1.124 eV
- E: -38016.91448 eV
- Largest force on an atom: 2.97 eV/A
- Energy relative to the best compared isomer or geometry (same formula, charge and spin): 48.6 kcal/mol

Formula: C2H4Cl3NS
Source: the Open Molecules 2025 dataset
Level of theory: wB97M-V/def2-TZVPD

CARTESIAN COORDINATES (ANGSTROEM)
C (0.41, 0.41, -0.33)
N (-0.91, 0.29, 0.08)
S (-1.41, -1.27, 0.75)
C (-1.97, 0.94, -1.06)
Cl (-2.05, -0.15, -2.49)
Cl (-3.59, 1.06, -0.43)
Cl (-1.23, 2.59, -1.42)
H (0.59, 1.40, -0.26)
H (1.10, -0.14, 0.35)
H (0.57, 0.01, -1.46)
H (-2.41, -0.69, 1.60)

- LUMO level: 0.298 eV
- E: -52029.27289 eV
- Largest force on an atom: 5.21 eV/A
- Energy relative to the best compared isomer or geometry (same formula, charge and spin): 11.6 kcal/mol

Formula: C2H4Cl4
Source: the Open Molecules 2025 dataset
Level of theory: wB97M-V/def2-TZVPD

CARTESIAN COORDINATES (ANGSTROEM)
Cl (23.10, 10.81, -3.57)
C (23.08, 12.22, -4.63)
Cl (21.44, 12.90, -4.80)
H (23.70, 13.00, -4.20)
H (23.40, 11.92, -5.61)
Cl (25.83, 12.96, -6.76)
C (25.66, 14.60, -7.39)
Cl (23.97, 14.99, -7.74)
H (26.03, 15.30, -6.66)
H (26.22, 14.68, -8.31)

- LUMO level: 0.689 eV
- E: -52228.53819 eV
- Largest force on an atom: 0.55 eV/A
- Energy relative to the best compared isomer or geometry (same formula, charge and spin): 1.0 kcal/mol

Formula: C2H4ClF
Source: the Open Molecules 2025 dataset
Level of theory: wB97M-V/def2-TZVPD

CARTESIAN COORDINATES (ANGSTROEM)
C (-0.08, -0.74, -0.35)
C (-0.10, 0.35, 0.39)
Cl (-1.21, 1.66, 0.12)
H (-0.75, -0.89, -1.18)
H (0.64, -1.53, -0.12)
H (0.56, 0.53, 1.23)
F (2.15, -2.35, -0.30)
H (1.83, -2.73, 0.50)

- LUMO level: 0.652 eV
- E: -17377.70873 eV
- Largest force on an atom: 1.13 eV/A
- Energy relative to the best compared isomer or geometry (same formula, charge and spin): 27.9 kcal/mol